117
Properties=species:S:1:pos:R:3 method="wB97M-V/def2-TZVPD" homo_energy_ev=-2.497 relative_energy_ev=2.184 max_force_ev_per_a=0.6 orbital_gap_ev=6.14 spin_multiplicity=1 energy_ha=-8515.5111 charge=-2
Ga -0.84 -0.09 -0.59
C 6.37 2.38 -2.90
C 5.87 1.08 -3.54
C 6.07 1.05 -5.05
C 5.10 2.01 -5.74
C 3.69 1.60 -5.41
C 2.65 1.75 -6.29
C 1.36 1.35 -5.93
F 0.37 1.54 -6.83
C 1.09 0.77 -4.72
C 2.15 0.59 -3.82
C 1.88 -0.08 -2.52
O 0.87 -0.77 -2.41
C 2.90 0.14 -1.50
C 4.13 0.53 -1.93
N 4.45 0.85 -3.22
C 3.44 1.01 -4.16
C 2.72 0.05 0.02
O 3.76 0.23 0.69
O 1.57 -0.14 0.47
H 7.40 2.56 -3.19
H 6.32 2.32 -1.82
H 5.76 3.23 -3.21
H 6.43 0.25 -3.11
H 5.88 0.04 -5.41
H 7.11 1.30 -5.27
H 5.25 2.01 -6.82
H 5.29 3.03 -5.39
H 2.81 2.21 -7.26
H 0.10 0.44 -4.45
H 4.91 0.60 -1.19
C -4.19 -0.83 3.63
C -4.08 -1.67 2.53
C -2.84 -2.01 2.02
C -1.69 -1.49 2.62
C -1.79 -0.63 3.70
C -3.04 -0.31 4.20
H -5.16 -0.54 4.00
H -4.97 -2.05 2.04
H -2.73 -2.63 1.14
H -0.90 -0.18 4.12
H -3.11 0.39 5.02
C 1.60 -4.66 4.40
C 0.38 -4.00 3.73
C -0.13 -4.95 2.64
C -0.75 -3.88 4.77
Si 0.88 -2.35 2.86
O -0.49 -1.85 2.07
C 2.20 -2.84 1.63
C 1.89 -3.26 0.34
C 2.87 -3.74 -0.51
C 4.19 -3.80 -0.08
C 4.52 -3.36 1.19
C 3.53 -2.88 2.04
C 1.64 -1.16 4.09
C 1.62 -1.36 5.48
C 2.22 -0.46 6.35
C 2.88 0.65 5.85
C 2.93 0.86 4.48
C 2.31 -0.03 3.61
H 1.28 -5.61 4.86
H 2.04 -4.05 5.18
H 2.39 -4.89 3.68
H -0.43 -5.90 3.10
H 0.64 -5.18 1.89
H -1.00 -4.54 2.12
H -0.93 -4.87 5.21
H -1.68 -3.54 4.32
H -0.52 -3.20 5.58
H 0.87 -3.17 -0.02
H 2.61 -4.05 -1.52
H 4.97 -4.16 -0.75
H 5.55 -3.37 1.52
H 3.81 -2.52 3.02
H 1.12 -2.21 5.89
H 2.18 -0.63 7.42
H 3.35 1.36 6.52
H 3.45 1.72 4.08
H 2.36 0.14 2.53
N -6.02 6.10 -0.69
C -5.36 5.06 -1.39
C -4.68 4.07 -0.69
C -4.04 3.05 -1.37
C -4.09 3.00 -2.75
C -4.79 3.97 -3.46
C -5.43 5.00 -2.78
S -3.19 1.73 -3.61
O -4.03 0.56 -3.65
O -2.79 2.31 -4.88
N -1.96 1.44 -2.66
C -0.97 2.32 -2.53
S -0.69 3.77 -3.50
C 0.75 4.09 -2.60
C 0.94 3.11 -1.69
N -0.01 2.13 -1.64
H -5.65 6.25 0.23
H -6.06 6.96 -1.21
H -4.66 4.09 0.40
H -3.51 2.28 -0.83
H -4.81 3.93 -4.54
H -5.98 5.76 -3.32
H 1.37 4.94 -2.80
H 1.78 3.05 -1.00
Br -3.32 4.45 3.87
C -1.61 3.85 3.25
C -0.53 4.51 3.82
C 0.76 4.17 3.45
C 0.96 3.17 2.51
C -0.14 2.52 1.96
C -1.45 2.84 2.31
C -2.61 2.06 1.63
O -3.75 2.31 2.00
O -2.24 1.27 0.72
H -0.71 5.29 4.55
H 1.60 4.69 3.89
H 1.95 2.89 2.20
H 0.00 1.74 1.23

15
Properties=species:S:1:pos:R:3 method="wB97M-V/def2-TZVPD" smiles="O[C@@]12C=C[C@@H]1C2.O" homo_energy_ev=-9.016 relative_energy_ev=3.439 max_force_ev_per_a=0.3 orbital_gap_ev=9.75 spin_multiplicity=1 energy_ha=-345.6786 charge=0
O 0.54 -2.11 -1.41
C 0.24 -1.02 -0.62
C -0.92 -0.91 0.37
C -0.13 -0.40 1.32
C 1.12 -0.47 0.46
C 0.89 0.33 -0.81
H 0.05 -2.02 -2.24
H -1.99 -1.03 0.26
H -0.31 0.10 2.27
H 2.10 -0.85 0.74
H 1.72 0.34 -1.52
H 0.31 1.25 -0.78
O -1.42 2.45 0.92
H -0.77 2.82 0.32
H -1.43 1.50 0.72

11
Properties=species:S:1:pos:R:3 method="wB97M-V/def2-TZVPD" smiles="CS[C@@H]([O-])N=C=O" homo_energy_ev=-3.395 relative_energy_ev=1.172 max_force_ev_per_a=4.4 orbital_gap_ev=7.14 spin_multiplicity=1 energy_ha=-720.1439 charge=-1
C -0.35 1.69 1.29
S 0.47 1.62 -0.32
C 0.81 -0.56 -0.33
O 0.35 -0.88 0.74
N 0.16 -1.13 -1.54
C -0.49 -2.07 -1.79
O -1.25 -2.82 -2.32
H -1.43 1.50 1.10
H -0.15 2.43 2.01
H -0.06 0.61 1.56
H 1.95 -0.39 -0.39

103
Properties=species:S:1:pos:R:3 method="wB97M-V/def2-TZVPD" homo_energy_ev=-9.685 relative_energy_ev=0.721 max_force_ev_per_a=1.9 orbital_gap_ev=6.46 spin_multiplicity=1 energy_ha=-5877.0733 charge=+1
Ba -0.27 0.00 -0.09
N 0.79 1.57 4.05
C 1.66 0.71 4.74
C 2.29 1.15 5.90
C 3.12 0.31 6.62
C 3.33 -1.00 6.20
C 2.69 -1.45 5.06
C 1.84 -0.62 4.32
P 0.84 -1.27 2.92
C 1.87 -2.61 2.24
C 1.40 -3.89 1.95
C 2.22 -4.82 1.31
C 3.51 -4.47 0.94
C 3.98 -3.19 1.21
C 3.17 -2.27 1.84
C -0.50 -2.06 3.89
C -1.69 -1.34 4.02
C -2.73 -1.81 4.80
C -2.61 -3.03 5.45
C -1.43 -3.76 5.33
C -0.38 -3.28 4.56
H 0.79 1.48 3.05
H 0.85 2.54 4.34
H 2.14 2.17 6.23
H 3.61 0.68 7.51
H 3.98 -1.66 6.75
H 2.84 -2.47 4.73
H 0.40 -4.18 2.23
H 1.84 -5.81 1.11
H 4.14 -5.20 0.44
H 4.99 -2.92 0.91
H 3.54 -1.27 2.03
H -1.78 -0.38 3.52
H -3.64 -1.23 4.91
H -3.42 -3.41 6.06
H -1.33 -4.71 5.84
H 0.55 -3.84 4.51
S -5.43 -4.55 -4.45
N -4.74 -4.83 -3.02
C -4.04 -3.75 -2.74
C -3.25 -3.54 -1.53
C -3.15 -4.51 -0.53
C -2.41 -4.24 0.60
C -1.81 -2.98 0.70
N -1.87 -2.06 -0.25
C -2.58 -2.33 -1.37
C -2.61 -1.31 -2.44
N -1.84 -0.21 -2.29
C -1.80 0.69 -3.27
C -2.55 0.58 -4.44
C -3.35 -0.52 -4.59
C -3.37 -1.50 -3.60
C -4.12 -2.74 -3.73
N -4.87 -3.07 -4.76
H -3.66 -5.46 -0.66
H -2.30 -4.96 1.40
H -1.26 -2.72 1.59
H -1.12 1.52 -3.15
H -2.49 1.35 -5.20
H -3.96 -0.67 -5.48
C 2.33 2.74 1.28
O 1.03 2.85 0.70
C 0.68 4.07 0.21
C 1.33 5.26 0.47
C 0.89 6.43 -0.15
Br 1.79 8.04 0.23
C -0.17 6.43 -1.03
C -0.84 5.23 -1.28
C -0.41 4.07 -0.65
O -0.95 2.84 -0.89
C -1.91 5.16 -2.29
N -1.85 5.66 -3.48
C -3.04 5.28 -4.10
C -3.49 5.54 -5.39
C -4.72 5.03 -5.76
C -5.50 4.27 -4.87
C -5.07 4.00 -3.58
C -3.82 4.51 -3.23
N -3.06 4.41 -2.07
H 3.09 3.15 0.61
H 2.52 1.68 1.40
H 2.38 3.24 2.24
H 2.18 5.30 1.14
H -0.48 7.33 -1.53
H -1.57 2.88 -1.64
H -2.89 6.13 -6.07
H -5.11 5.22 -6.76
H -6.47 3.90 -5.19
H -5.67 3.42 -2.89
H -3.44 4.20 -1.16
C 2.05 -0.43 -0.87
C 3.09 -0.77 -1.43
C 4.33 -1.17 -2.04
C 5.54 -1.06 -1.35
C 6.73 -1.45 -1.95
C 6.74 -1.96 -3.24
C 5.54 -2.08 -3.94
C 4.35 -1.69 -3.35
H 5.54 -0.65 -0.35
H 7.66 -1.36 -1.40
H 7.67 -2.27 -3.70
H 5.54 -2.47 -4.95
H 3.41 -1.78 -3.88

50
Properties=species:S:1:pos:R:3 method="wB97M-V/def2-TZVPD" smiles="O=c1cc(N2CCN(c3ccccc3C(F)(F)F)CC2)c2ccc3ccccc3c2o1" homo_energy_ev=-8.055 relative_energy_ev=0.534 max_force_ev_per_a=2.6 orbital_gap_ev=8.01 spin_multiplicity=1 energy_ha=-1485.5546 charge=0
O -1.34 3.12 4.25
C -0.69 2.24 3.74
C -0.79 2.10 2.28
C -0.22 1.06 1.59
N -0.52 0.84 0.24
C -1.36 -0.33 -0.11
C -0.98 -0.81 -1.54
N -0.94 0.31 -2.52
C -0.92 0.03 -3.89
C 0.29 -0.39 -4.44
C 0.42 -0.63 -5.81
C -0.75 -0.52 -6.58
C -1.98 -0.14 -6.10
C -2.05 0.20 -4.71
C -3.35 0.66 -4.11
F -3.71 -0.09 -3.04
F -3.18 1.97 -3.71
F -4.37 0.53 -4.97
C -0.13 1.51 -2.10
C -0.55 1.98 -0.73
C 0.70 0.19 2.35
C 1.46 -0.79 1.74
C 2.28 -1.63 2.48
C 2.33 -1.51 3.88
C 3.14 -2.40 4.61
C 3.24 -2.25 6.01
C 2.54 -1.22 6.63
C 1.76 -0.36 5.90
C 1.62 -0.49 4.52
C 0.78 0.37 3.76
O 0.08 1.35 4.43
H -1.44 2.78 1.76
H -2.41 -0.02 -0.10
H -1.25 -1.15 0.62
H -1.68 -1.57 -1.86
H -0.01 -1.35 -1.48
H 1.17 -0.50 -3.79
H 1.37 -0.91 -6.24
H -0.72 -0.82 -7.62
H -2.84 -0.06 -6.81
H 0.93 1.25 -2.09
H -0.35 2.36 -2.76
H 0.14 2.81 -0.49
H -1.58 2.37 -0.75
H 1.49 -0.90 0.68
H 2.86 -2.38 1.96
H 3.72 -3.23 4.13
H 3.86 -2.89 6.65
H 2.72 -1.09 7.70
H 1.22 0.43 6.43

80
Properties=species:S:1:pos:R:3 method="wB97M-V/def2-TZVPD" smiles="CCCCCN(C(=O)CCC(=O)OCC(=O)N1[C@H](C)CCC[C@@H]1C)c1c(N)n(CCCC)c(=O)[nH]c1=O" homo_energy_ev=-8.252 relative_energy_ev=0.100 max_force_ev_per_a=0.7 orbital_gap_ev=8.81 spin_multiplicity=1 energy_ha=-1741.9022 charge=0
C -1.68 -2.81 -5.84
C -0.52 -2.37 -4.95
C -1.00 -1.88 -3.59
C 0.16 -1.45 -2.70
C -0.34 -0.90 -1.36
N 0.78 -0.65 -0.45
C 1.59 0.40 -0.67
O 1.32 1.25 -1.50
C 2.84 0.52 0.20
C 2.87 1.89 0.90
C 1.55 2.01 1.62
O 1.14 1.24 2.45
O 0.85 3.05 1.15
C -0.54 3.08 1.45
C -1.30 2.55 0.22
O -1.82 1.44 0.30
N -1.37 3.32 -0.87
C -2.19 2.84 -1.99
C -1.35 2.30 -3.15
C -3.17 3.93 -2.42
C -2.45 5.24 -2.72
C -1.66 5.68 -1.49
C -0.68 4.59 -1.02
C 0.56 4.47 -1.92
C 1.03 -1.64 0.54
C 0.25 -1.65 1.69
N -0.80 -0.82 1.84
N 0.50 -2.58 2.67
C -0.32 -2.65 3.87
C -1.72 -3.22 3.60
C -1.69 -4.64 3.03
C -1.13 -5.68 4.01
C 1.53 -3.50 2.58
O 1.80 -4.28 3.47
N 2.23 -3.48 1.40
C 2.06 -2.60 0.32
O 2.78 -2.70 -0.65
H -1.31 -3.16 -6.80
H -2.23 -3.62 -5.37
H -2.36 -1.99 -6.01
H 0.04 -1.57 -5.45
H 0.17 -3.21 -4.80
H -1.68 -1.03 -3.74
H -1.57 -2.67 -3.10
H 0.82 -2.29 -2.52
H 0.74 -0.67 -3.20
H -0.88 0.03 -1.50
H -1.00 -1.63 -0.88
H 2.87 -0.27 0.94
H 3.70 0.42 -0.46
H 2.96 2.69 0.17
H 3.70 1.92 1.60
H -0.82 4.10 1.73
H -0.74 2.40 2.28
H -2.76 2.00 -1.57
H -0.44 1.83 -2.78
H -1.93 1.55 -3.69
H -1.08 3.08 -3.85
H -3.89 4.10 -1.62
H -3.71 3.58 -3.30
H -1.79 5.13 -3.57
H -3.18 6.01 -2.97
H -2.36 5.89 -0.68
H -1.10 6.59 -1.70
H -0.31 4.89 -0.04
H 1.05 3.52 -1.74
H 0.30 4.53 -2.97
H 1.25 5.27 -1.69
H -1.12 -0.61 2.77
H -0.95 -0.08 1.16
H 0.22 -3.30 4.56
H -0.39 -1.66 4.33
H -2.25 -2.58 2.91
H -2.26 -3.23 4.55
H -1.10 -4.65 2.12
H -2.71 -4.92 2.77
H -0.07 -5.52 4.18
H -1.66 -5.63 4.96
H -1.26 -6.68 3.60
H 2.97 -4.16 1.32